# 1
An isolated molecule of C4H11NO at a distorted geometry. Source: OMol25; level of theory: ωB97M-V/def2-TZVPD.

XYZ file:
```
17
Properties=species:S:1:pos:R:3:forces:R:3
C 0.589 -1.356 -1.243 1.2 0.8 -1.2
N 0.072 -1.249 0.093 -1.4 -0.1 0.6
C -0.291 0.110 0.637 0.7 -2.2 0.2
C -1.727 0.556 0.359 0.4 0.0 -0.6
C 0.715 1.122 0.244 1.6 1.4 -1.0
O 2.046 0.844 0.712 -0.8 -0.1 0.2
H 0.624 -2.321 -1.749 -0.5 -0.6 0.9
H 1.666 -1.106 -1.139 -0.5 0.3 -0.5
H 0.126 -0.738 -2.057 0.2 0.1 0.8
H -0.744 -1.830 0.306 0.5 0.0 -0.5
H -0.121 -0.120 1.713 -0.5 0.7 -0.3
H -2.160 0.976 1.266 -0.5 -0.5 0.0
H -2.268 -0.264 -0.150 -0.1 0.4 0.8
H -1.731 1.375 -0.355 0.0 0.2 -0.3
H 0.864 1.294 -0.844 -0.5 -0.7 0.4
H 0.410 2.118 0.569 -0.2 0.1 0.5
H 1.929 0.588 1.635 0.3 -0.1 0.0
```
Positions in Å, forces in eV/Å.

HOMO (Ha): -0.3162
SMILES string: CN[C@H](C)CO


# 2
A structure of composition C5H12N2O at a distorted geometry. Source: OMol25; level of theory: ωB97M-V/def2-TZVPD.

XYZ file:
```
20
Properties=species:S:1:pos:R:3:forces:R:3
O -0.646 1.413 1.366 0.3 -0.1 1.3
C -0.265 0.403 0.832 -0.2 -0.5 -1.9
N -1.121 -0.432 0.166 0.2 -1.2 0.2
C -0.822 -0.944 -1.179 1.0 0.3 0.9
C -2.527 -0.422 0.483 -0.6 0.0 0.9
C 1.273 0.241 0.578 1.7 4.4 0.5
C 1.556 1.399 -0.415 -0.5 0.4 0.4
N 2.522 -0.901 0.054 -2.6 0.0 -0.6
H -1.526 -1.744 -1.371 -0.2 0.2 -0.5
H 0.186 -1.368 -1.275 -0.2 0.0 0.2
H -0.830 -0.077 -1.845 -0.5 -0.4 -0.5
H -2.701 0.049 1.446 0.2 0.6 -0.2
H -3.137 0.046 -0.284 0.0 0.2 -0.1
H -2.939 -1.417 0.685 0.4 -0.3 -0.6
H 1.341 -0.960 0.220 2.1 -2.6 -0.1
H 2.621 1.432 -0.602 -0.1 -0.1 -0.5
H 1.270 2.359 0.018 -0.1 -0.1 0.3
H 0.915 1.332 -1.299 0.6 -0.3 -0.3
H 3.073 -0.952 0.915 -0.9 -0.3 0.4
H 1.759 0.545 1.506 -0.5 -0.2 0.1
```
Positions in Å, forces in eV/Å.

HOMO (Ha): -0.3363


# 3
A cluster of 2 separate species, C9H14 in total at a distorted geometry. Source: OMol25; level of theory: ωB97M-V/def2-TZVPD.

XYZ file:
```
23
Properties=species:S:1:pos:R:3:forces:R:3
C 0.315 0.415 -0.526 0.6 -0.2 -0.2
C -0.635 -0.669 -0.960 0.1 -0.3 -0.1
C -1.497 -0.477 -2.041 -0.2 -0.1 0.5
C -2.426 -1.455 -2.361 -0.4 -0.2 -0.1
C -2.420 -2.690 -1.722 0.6 0.1 0.2
C -1.473 -2.934 -0.733 0.4 0.0 -0.3
C -0.594 -1.930 -0.347 -0.5 1.1 0.1
H -0.100 1.419 -0.437 -0.3 -0.1 -0.2
H 1.135 0.442 -1.250 0.0 0.3 0.0
H 0.798 0.197 0.422 -0.2 -0.2 0.1
H -1.479 0.461 -2.581 -0.1 0.1 0.0
H -3.213 -1.265 -3.087 0.3 0.0 -0.1
H -3.090 -3.480 -2.018 -0.2 0.0 0.0
H -1.343 -3.926 -0.332 -0.3 -0.1 0.3
H 0.055 -1.998 0.517 0.1 -0.5 -0.1
C 1.562 2.839 2.015 0.8 -0.3 -0.6
C 2.406 1.582 2.311 -0.4 1.1 0.6
H 0.586 2.818 2.486 0.1 0.1 0.5
H 2.198 3.653 2.353 -0.5 0.5 0.1
H 1.341 3.001 0.961 0.3 -0.1 -0.2
H 3.413 1.624 1.894 -0.3 -0.2 -0.7
H 1.829 0.699 2.060 0.5 -0.4 0.2
H 2.634 1.676 3.378 -0.4 -0.7 0.1
```
Positions in Å, forces in eV/Å.

HOMO (Ha): -0.3307
SMILES string: Cc1ccccc1.CC


no.,total energy (eV)
1,-7862.815
2,-10402.845
3,-9559.740